# 1
This record from OMol25 describes a molecular structure, C21H20AsCl3IN2O6Ti at a distorted geometry. The level of theory is ωB97M-V/def2-TZVPD.

```
! RIJCOSX wB97M-V def2-TZVPD def2/J DEFGRID3
* xyz -1 3
Ti 9.1543 10.6020 9.0043
N 8.2180 10.3823 12.8207
C 9.6557 10.4563 13.0526
C 10.5208 10.6683 11.7460
O 11.6071 11.2209 11.8478
O 10.0187 10.0940 10.6516
H 7.6723 10.5289 13.6792
H 7.9900 11.1246 12.1653
H 10.0113 9.4669 13.4337
H 9.9687 11.2077 13.8153
Cl 14.0645 6.4208 5.4858
C 12.7867 7.2776 6.2143
C 11.6477 6.5031 6.5060
C 10.5005 7.0877 6.9944
Cl 9.1655 6.0390 7.2296
C 10.4096 8.4757 7.2832
O 9.3203 9.0840 7.6627
C 11.6355 9.2422 7.1208
C 11.6939 10.5610 7.5391
O 10.7429 11.2021 8.1079
C 12.8084 8.6103 6.6036
H 11.6851 5.4189 6.3315
H 12.5985 11.1263 7.2398
H 13.7694 9.1432 6.5507
Cl 6.1640 16.7122 7.0514
C 6.9360 15.4470 8.0000
C 7.3254 15.5856 9.3429
C 7.8942 14.5148 10.0938
I 8.3687 14.7503 12.1082
C 8.2285 13.3179 9.4393
O 8.8489 12.2670 9.9701
C 7.8803 13.2231 8.0477
N 8.1898 11.9955 7.4833
C 7.7763 11.6781 6.2436
C 7.0694 12.6344 5.4828
C 6.7485 13.8782 6.0130
C 7.1564 14.2156 7.3276
H 7.1461 16.5661 9.8095
H 8.0950 10.7194 5.8710
H 6.7367 12.4098 4.4600
H 6.1932 14.5351 5.3467
C 6.3261 7.9359 7.4333
As 6.6739 8.1398 9.3247
C 8.0337 6.9800 10.1243
C 5.1231 8.1536 10.4499
O 7.4046 9.6653 9.4139
H 5.9690 6.9373 7.1965
H 7.2676 8.1678 6.9409
H 5.5353 8.6374 7.1058
H 7.7875 5.9158 10.1456
H 8.1353 7.3488 11.1641
H 8.9747 7.2151 9.6151
H 4.5205 7.2276 10.3898
H 4.4968 9.0042 10.0960
H 5.4953 8.3448 11.4758
*
```

Output
**Energy relative to the best compared isomer or geometry (same formula, charge and spin)**: 0.0 kcal per mole
**Frontier orbital gap (spin up / spin down)**: 4.32 / 6.86 eV
**M**: 752.5 g/mol
**Strongest force on any atom**: 0.071 Eh/bohr
**E**: -6136.92319 Ha
**E_HOMO (spin up / spin down)**: -0.081 / -0.174 Ha

---

# 2
This record from OMol25 describes 2 unconnected molecules or ions with the total composition C4H9N2 at a distorted geometry. The level of theory is ωB97M-V/def2-TZVPD.

```
! RIJCOSX wB97M-V def2-TZVPD def2/J DEFGRID3
* xyz 1 1
C -1.3632 -2.2455 -0.6639
C 0.1958 1.7034 -0.6644
C 0.0007 2.0220 0.7086
C 2.0329 -0.5177 1.1291
N 0.1328 0.6475 0.2509
N 1.1341 -0.0293 0.6209
H -0.5325 -1.7538 -1.1447
H -1.9328 -1.3974 -0.0896
H -0.6388 1.7648 -1.3218
H 1.1839 1.7607 -1.2282
H 0.8751 2.3425 1.2222
H -0.8929 2.4653 1.0717
H 2.8630 -0.9158 1.6725
H -1.9978 -2.6780 -1.5263
H -1.0602 -3.1688 -0.0368
*
```

Output
**Energy relative to the best compared isomer or geometry (same formula, charge and spin)**: 136.2 kcal per mole
**Frontier orbital gap**: 10.77 eV
**M**: 85.1 g/mol
**Strongest force on any atom**: 0.099 Eh/bohr
**E**: -266.88222 Ha
**E_HOMO**: -0.568 Ha

---

# 3
This record from OMol25 describes C5H4N2 in the gas phase at a distorted geometry. The level of theory is ωB97M-V/def2-TZVPD.

```
! RIJCOSX wB97M-V def2-TZVPD def2/J DEFGRID3
* xyz 0 1
C -2.5726 1.1634 1.0543
C -1.5122 0.8011 0.5441
C -0.3095 0.1981 0.0511
C -0.0099 -1.2066 -0.1200
N 1.2251 -1.4689 -0.5402
N 1.7830 -0.2118 -0.5460
C 0.9164 0.8046 -0.2915
H -3.4706 1.5683 1.3652
H -0.6119 -2.0467 0.0839
H 2.7062 -0.1407 -1.0083
H 1.2466 1.8203 -0.2661
*
```

Output
**Energy relative to the best compared isomer or geometry (same formula, charge and spin)**: 48.7 kcal per mole
**Frontier orbital gap**: 9.79 eV
**M**: 92.1 g/mol
**Strongest force on any atom**: 0.085 Eh/bohr
**E**: -302.35072 Ha
**SMILES**: C#Cc1cn[nH]c1
**E_HOMO**: -0.325 Ha

---

# 4
This record from OMol25 describes 26 unconnected molecules or ions with the total composition C6H66BNO29P at a distorted geometry. The level of theory is ωB97M-V/def2-TZVPD.

```
! RIJCOSX wB97M-V def2-TZVPD def2/J DEFGRID3
* xyz -1 1
C 2.6805 -1.0315 1.7887
C 2.6330 -0.6192 0.3216
C 1.8682 -1.6637 -0.4920
C 1.3050 -1.1545 -1.8090
C 0.0176 -0.2754 -1.7089
C -0.5966 -0.0949 -0.3164
O -1.9478 -0.7324 -0.3449
B -2.0782 -1.4481 0.7929
O -2.6845 -0.9167 1.9118
O -1.7100 -2.8013 0.8507
P -1.0064 1.6175 -0.1308
N 0.4991 2.4808 -0.0599
O -1.5988 1.8468 1.4357
H 3.0972 -2.0372 1.8148
H 1.6822 -1.0500 2.2231
H 3.3455 -0.4045 2.3848
H 3.6683 -0.5905 -0.0173
H 2.1796 0.3616 0.2057
H 1.1166 -2.1519 0.1259
H 2.6043 -2.4333 -0.7423
H 1.0901 -2.0119 -2.4487
H 2.0833 -0.5816 -2.3141
H -0.7627 -0.7024 -2.3320
H 0.2445 0.7026 -2.1476
H -3.0920 -0.0790 1.6842
H -0.9096 -2.8749 1.3763
H 0.9493 2.2556 0.8291
H 1.0850 2.1300 -0.8117
H -0.8179 2.0384 1.9768
O 3.1402 2.6776 -1.7238
H 2.9740 3.1538 -2.5456
H 2.9240 3.3184 -1.0314
O -4.1257 0.1617 -2.3561
H -4.1719 -0.6619 -2.8489
H -3.2398 0.1272 -1.9658
O 5.3436 -2.4249 0.5930
H 5.2781 -3.2789 0.1553
H 6.2002 -2.4214 1.0353
O 7.1282 -1.0710 2.7219
H 6.4904 -0.3524 2.7755
H 7.0806 -1.5064 3.5775
O -4.1629 -4.3942 0.8530
H -3.5696 -3.6390 0.9844
H -5.0444 -4.0161 0.7881
O -1.9487 4.5003 -2.1167
H -2.5517 5.1922 -1.8251
H -1.8930 3.9029 -1.3503
O 4.5178 -2.8941 -2.4176
H 4.3181 -3.3353 -3.2472
H 4.7089 -1.9814 -2.6547
O -1.3584 -6.2798 0.7258
H -2.1615 -5.7494 0.7826
H -0.7382 -5.7016 0.2710
O -4.6068 -2.9740 -3.2074
H -5.1515 -3.6064 -3.6884
H -4.7692 -3.1628 -2.2774
O -2.2213 2.9579 4.4274
H -2.9496 2.3439 4.5698
H -1.7719 2.5845 3.6597
O -2.1117 3.5782 7.4217
H -2.3586 3.2104 6.5641
H -1.9706 4.5112 7.2335
O -2.4560 5.1039 10.2191
H -3.4045 4.9550 10.2535
H -2.1431 4.4513 9.5814
O 1.4537 0.7304 -4.3605
H 1.2368 0.2653 -5.1737
H 1.6467 1.6279 -4.6464
O 5.5648 4.4225 -1.8149
H 4.8015 3.8358 -1.7234
H 6.0823 4.0275 -2.5250
O -4.5250 -1.7956 -5.9376
H -5.1571 -1.0996 -5.7339
H -4.5411 -2.3595 -5.1526
O 6.3285 1.2983 -1.4878
H 6.8703 2.0483 -1.2274
H 5.4539 1.6653 -1.6614
O -5.0236 -5.6521 3.2884
H -4.3629 -5.4432 3.9546
H -4.5465 -5.5697 2.4482
O -0.1114 -3.1888 -3.8931
H -1.0731 -3.2808 -3.8856
H 0.1993 -3.9448 -4.4008
O -1.5643 -0.8161 -4.4301
H -2.4942 -0.9099 -4.6687
H -1.1064 -1.4493 -4.9925
O 0.2971 6.4820 -2.1387
H -0.4210 5.8441 -1.9938
H 0.7305 6.1619 -2.9330
O -2.8289 -2.3631 4.3827
H -2.9854 -1.8544 3.5682
H -2.9157 -1.7179 5.0914
O 5.8595 6.9522 -3.0632
H 5.6322 6.2919 -2.3895
H 6.2628 7.6768 -2.5791
O -2.2326 -2.0927 7.5873
H -2.3732 -2.8509 7.0089
H -1.3443 -2.2164 7.9326
O -1.6569 5.5108 2.3525
H -1.7825 4.8449 3.0382
H -1.2206 6.2417 2.7982
O -2.7661 -4.0933 -5.8181
H -3.2856 -3.5742 -6.4451
H -2.2696 -4.7129 -6.3595
*
```

Output
**Frontier orbital gap**: 4.60 eV
**M**: 658.4 g/mol
**Strongest force on any atom**: 0.037 Eh/bohr
**E**: -2871.25303 Ha
**E_HOMO**: -0.109 Ha

---

# 5
This record from OMol25 describes a molecular structure, C8H16BiCl2N2O at a distorted geometry. The level of theory is ωB97M-V/def2-TZVPD.

```
! RIJCOSX wB97M-V def2-TZVPD def2/J DEFGRID3
* xyz -1 1
Bi -1.3297 -0.8966 -0.9814
Cl -2.7558 0.3270 0.7524
Cl 0.8292 -1.6771 -2.2884
C -0.9450 0.8447 -2.1075
H -0.3318 0.7606 -3.0074
H -1.7702 1.5523 -2.1818
C 0.6005 0.6467 0.2532
C 0.0717 1.3404 -0.8799
H 0.5720 -0.4456 0.4016
C -0.6291 2.6725 -0.4505
H 0.9714 1.5591 -1.4854
C 0.1109 3.4686 0.6041
H -0.7999 3.2744 -1.3443
H -1.5847 2.3516 -0.0290
C 0.6698 2.6307 1.7424
H 0.9271 3.9921 0.1213
H -0.5814 4.2022 1.0252
C 1.4716 1.4431 1.1490
H 1.2874 3.2130 2.4267
H -0.1528 2.1982 2.3284
H 2.2528 1.8628 0.4842
H 2.0015 0.8689 1.9270
N -0.5348 -4.3615 -0.8969
C -0.2090 -4.0121 0.3918
N 0.0339 -5.1132 1.1925
O -0.2527 -2.8548 0.8398
H -0.3616 -5.3311 -1.1651
H -0.3615 -3.6504 -1.6034
H 0.5147 -4.8938 2.0553
H 0.2855 -5.9725 0.7260
*
```

Output
**Energy relative to the best compared isomer or geometry (same formula, charge and spin)**: 41.2 kcal per mole
**Frontier orbital gap (spin up / spin down)**: 4.89 / 3.75 eV
**M**: 436.1 g/mol
**Strongest force on any atom**: 0.085 Eh/bohr
**E**: -1634.15463 Ha
**E_HOMO (spin up / spin down)**: -0.072 / -0.038 Ha

---

# 6
This record from OMol25 describes 2 unconnected molecules or ions with the total composition C3H10N2O at a distorted geometry. The level of theory is ωB97M-V/def2-TZVPD.

```
! RIJCOSX wB97M-V def2-TZVPD def2/J DEFGRID3
* xyz 0 1
C -0.5911 -1.2497 -0.8635
C -0.5022 0.4976 -0.6730
C 0.6555 0.9930 -1.5016
O -1.5447 1.1059 -0.6079
H -0.2599 -1.4604 -1.8768
H 0.1280 -1.7411 -0.1965
H -1.6057 -1.6074 -0.6906
H 0.4560 0.7633 -2.5473
H 0.7301 2.0778 -1.4346
H 1.5762 0.4783 -1.2392
N 0.9754 0.0604 1.8379
N -0.4555 0.1341 1.6754
H 1.1686 -0.3909 2.7299
H 1.3045 1.0198 1.9357
H -0.9983 -0.2239 2.4632
H -1.0371 -0.4566 0.9890
*
```

Output
**Energy relative to the best compared isomer or geometry (same formula, charge and spin)**: 89.0 kcal per mole
**Frontier orbital gap**: 9.82 eV
**M**: 90.1 g/mol
**Strongest force on any atom**: 0.113 Eh/bohr
**E**: -304.93280 Ha
**SMILES**: CC(C)=O.NN
**E_HOMO**: -0.329 Ha

---

# 7
This record from OMol25 describes C2H2F2O3S in the gas phase at a distorted geometry. The level of theory is ωB97M-V/def2-TZVPD.

```
! RIJCOSX wB97M-V def2-TZVPD def2/J DEFGRID3
* xyz 0 1
C 0.4064 0.1402 -0.2897
C 1.8968 -0.2855 -0.3726
O -0.7538 -0.4764 0.1122
O -2.6141 1.2128 1.1881
O 1.0781 -0.3336 -1.5044
F 2.4727 0.9271 -0.4027
F -2.9296 -1.2047 0.1971
S -2.1607 -0.1512 1.1720
H 0.3688 1.2549 -0.3056
H 2.2354 -1.0834 0.2057
*
```

Output
**Energy relative to the best compared isomer or geometry (same formula, charge and spin)**: 37.0 kcal per mole
**Frontier orbital gap**: 10.09 eV
**M**: 144.1 g/mol
**Strongest force on any atom**: 0.124 Eh/bohr
**E**: -900.92375 Ha
**E_HOMO**: -0.370 Ha

---

# 8
This record from OMol25 describes a molecular structure, C20H41N2P3SSn at a distorted geometry. The level of theory is ωB97M-V/def2-TZVPD.

```
! RIJCOSX wB97M-V def2-TZVPD def2/J DEFGRID3
* xyz 4 1
Sn 0.1855 0.0200 0.4989
P 1.9061 1.5471 1.7764
P -1.5763 0.6929 2.8604
P -1.2853 2.3597 -0.5064
H 0.4325 -4.4549 -6.1952
C 0.5835 -3.4768 -6.6709
C 1.8070 -2.9450 -6.6728
H 2.6247 -3.4795 -6.1771
C 3.2846 0.6059 2.5068
C 1.3975 2.6709 3.1223
C 2.7193 2.6735 0.5996
C -3.1968 -0.1404 2.6695
C -1.0624 0.0431 4.5064
C -2.1212 2.3877 3.3398
C -0.9239 2.5992 -2.2891
C -1.0998 4.0657 0.1370
C -3.1041 2.1453 -0.5313
H -0.2827 -3.0545 -7.1990
H 2.0634 -2.0273 -7.2128
H 3.5532 -0.2422 1.8644
H 3.0072 0.2267 3.4996
H 4.1529 1.2721 2.6040
H 0.9705 2.1136 3.9678
H 0.6664 3.4112 2.7682
H 2.2900 3.2103 3.4770
H 3.1819 2.1094 -0.2190
H 3.4964 3.2311 1.1427
H 2.0020 3.3868 0.1725
H -3.8677 0.1275 3.5040
H -3.0316 -1.2281 2.6645
H -3.6545 0.1549 1.7138
H -1.7851 0.3713 5.2726
H -0.0597 0.4162 4.7650
H -1.0339 -1.0566 4.4685
H -2.7421 2.3142 4.2484
H -2.7088 2.8516 2.5326
H -1.2492 3.0228 3.5561
H -1.5935 3.3793 -2.6812
H -1.0825 1.6568 -2.8312
H 0.1280 2.8987 -2.4062
H -1.7889 4.7243 -0.4116
H -0.0684 4.4147 -0.0148
H -1.3363 4.1030 1.2091
H -3.5273 2.8443 -1.2668
H -3.5375 2.3399 0.4597
H -3.3355 1.1155 -0.8320
C 0.6217 -1.1210 -2.6665
C -0.7699 -1.2766 -2.8275
C -1.2601 -2.4044 -3.4725
C -0.3823 -3.3533 -3.9892
C 0.9936 -3.2839 -3.7340
C 1.4943 -2.1091 -3.1864
S 1.3488 0.1967 -1.8146
H -1.4430 -0.4774 -0.0770
H -1.4658 -0.5303 -2.4438
H -2.3311 -2.5537 -3.6076
H -0.7773 -4.1009 -4.6717
H 1.6660 -4.0968 -4.0619
H 2.5612 -1.9058 -3.1444
N 1.3880 -3.3961 2.8947
C 1.1714 -4.1301 1.7285
C 0.8549 -3.2215 0.7698
N 0.8707 -1.9507 1.3300
C 1.1996 -2.0991 2.6163
H 1.6674 -3.7338 3.8101
H 1.2672 -5.1954 1.6910
H 0.6186 -3.3556 -0.2698
H 1.3084 -1.3031 3.3364
*
```

Output
**Energy relative to the best compared isomer or geometry (same formula, charge and spin)**: 39.7 kcal per mole
**Frontier orbital gap (spin up / spin down)**: 4.54 / 4.04 eV
**M**: 553.3 g/mol
**Strongest force on any atom**: 0.079 Eh/bohr
**E**: -2531.13431 Ha
**E_HOMO (spin up / spin down)**: -0.715 / -0.716 Ha

---

# 9
This record from OMol25 describes a molecular structure, C21H41IN2PtSi4 at a distorted geometry. The level of theory is ωB97M-V/def2-TZVPD.

```
! RIJCOSX wB97M-V def2-TZVPD def2/J DEFGRID3
* xyz 0 3
C 3.5441 4.7399 -0.6485
C 4.7109 3.8112 -0.9971
H 3.2820 5.3741 -1.5031
H 3.8170 5.4029 0.1802
H 2.6408 4.1725 -0.3479
H 4.4379 3.0464 -1.7179
H 5.5207 4.4131 -1.4266
H 5.1161 3.3355 -0.0946
C -2.4550 1.9819 -2.3420
C -3.6704 1.8511 -3.0052
C -3.8944 0.7196 -3.8038
C -2.9169 -0.2529 -3.9297
H -2.2135 2.8175 -1.6776
H -4.4336 2.6307 -2.8864
H -4.8205 0.6011 -4.3461
H -3.0323 -1.1361 -4.5372
N -1.5070 1.0289 -2.4824
C -1.7007 -0.0652 -3.2754
C -0.5947 -0.9990 -3.3450
N 0.5120 -0.6724 -2.6169
C 1.6041 -1.4725 -2.5978
C 0.4706 -3.0319 -4.0632
C 1.5961 -2.6640 -3.3261
H 2.4422 -1.1502 -1.9826
H 2.4794 -3.3020 -3.2847
C -0.6283 -2.1942 -4.0549
H -1.5231 -2.4134 -4.6065
H 0.4502 -3.9470 -4.6449
Pt 0.3216 1.0232 -1.4291
I 0.4055 3.1610 -0.1722
C -0.2256 2.4021 3.1980
Si -1.2568 1.0785 2.3488
C -1.9297 0.0364 3.7834
C -2.7387 1.8809 1.5300
Si -0.0917 -0.0600 0.6673
Si 1.8766 -0.5942 1.7743
C 1.7141 -0.9254 3.6264
C 2.6188 -2.1415 1.0041
C 3.1085 0.8146 1.6095
Si -1.2367 -2.1191 0.7429
C -1.1684 -3.0354 2.3910
C -3.0102 -1.7175 0.2901
C -0.6139 -3.3754 -0.5037
H -0.8476 2.7825 4.0214
H 0.0036 3.2489 2.5375
H 0.7138 2.0335 3.6240
H -2.3831 0.7573 4.4805
H -2.7145 -0.6640 3.4748
H -1.1545 -0.5140 4.3300
H -2.4552 2.6226 0.7739
H -3.4219 1.1569 1.0716
H -3.2783 2.4038 2.3334
H 1.1269 -1.8196 3.8620
H 2.7421 -1.0953 3.9792
H 1.3077 -0.0784 4.1908
H 2.7874 -2.0450 -0.0734
H 3.5964 -2.2792 1.4863
H 2.0252 -3.0448 1.1821
H 3.3796 1.0114 0.5640
H 2.7591 1.7533 2.0572
H 4.0164 0.4984 2.1449
H -1.6790 -2.5311 3.2162
H -1.6969 -3.9793 2.1937
H -0.1485 -3.2844 2.7095
H -3.0899 -1.2564 -0.7044
H -3.5255 -2.6890 0.2590
H -3.5222 -1.0756 1.0171
H -0.9476 -3.1377 -1.5189
H 0.4735 -3.5007 -0.5069
H -1.0743 -4.3280 -0.2022
*
```

Output
**Energy relative to the best compared isomer or geometry (same formula, charge and spin)**: 0.0 kcal per mole
**Frontier orbital gap (spin up / spin down)**: 4.69 / 6.91 eV
**M**: 755.9 g/mol
**Strongest force on any atom**: 0.033 Eh/bohr
**E**: -2509.35862 Ha
**E_HOMO (spin up / spin down)**: -0.200 / -0.296 Ha

---

# 10
This record from OMol25 describes 2 unconnected molecules or ions with the total composition C5H6O at a distorted geometry. The level of theory is ωB97M-V/def2-TZVPD.

```
! RIJCOSX wB97M-V def2-TZVPD def2/J DEFGRID3
* xyz 0 1
C -1.6749 -1.9344 -0.2792
C -1.0683 -0.7920 -0.2688
C -0.3064 -1.8544 0.3772
H -2.4320 -2.5442 -0.6802
H -0.9879 0.2460 -0.3616
H 0.8057 -2.0392 -0.0177
H -0.3025 -2.0134 1.4439
C 0.8868 2.6470 0.0454
C 1.5202 1.5013 -0.1734
O 1.9441 0.4846 -0.5253
H 1.5170 3.5517 -0.2848
H 0.0981 2.7471 0.7246
*
```

Output
**Energy relative to the best compared isomer or geometry (same formula, charge and spin)**: 96.7 kcal per mole
**Frontier orbital gap**: 10.04 eV
**M**: 82.1 g/mol
**Strongest force on any atom**: 0.068 Eh/bohr
**E**: -269.19210 Ha
**SMILES**: C1=CC1.C=C=O
**E_HOMO**: -0.338 Ha